A cluster of 2 separate species, C3H9NO3 in total at a distorted geometry. Source: the Open Molecules 2025 dataset; level of theory: ωB97M-V with the def2-TZVPD basis set.

Each line ends with the Mulliken charge.
Atoms and positions in Å:
N 1.39309 1.16558 -0.19403  -0.639
C 1.04771 -0.06665 0.49380  0.079
C 0.19438 0.23864 1.79363  -0.049
O -1.01047 -0.14689 1.98016  -0.576
C 0.15153 -1.18630 -0.32326  -0.525
O 0.27391 -1.26729 -1.83909  -0.590
H 2.19607 0.96927 -0.74438  0.273
H 0.59810 1.39976 -0.72038  0.257
H 1.99148 -0.55320 0.74581  0.454
H 0.77477 0.86894 2.47649  0.356
H -0.89363 -0.99974 -0.17010  0.207
H 0.44253 -2.14127 -0.06787  0.444
H -0.00536 -0.35634 -2.25088  0.302
O -2.07466 0.81196 -0.62506  -0.591
H -3.05465 0.77357 -0.80621  0.306
H -2.02478 0.48996 0.25136  0.291

Summary:
- energy (Ha) = -400.116465
- largest force on an atom (eV/A) = 5.31
- charge = 0

A cluster of 2 separate species, C3H9NO3 in total at a distorted geometry. Source: the Open Molecules 2025 dataset; level of theory: ωB97M-V with the def2-TZVPD basis set.

Each line ends with the Mulliken charge.
Atoms and positions in Å:
N -0.36220 -1.35644 -0.21560  -0.620
C -0.36910 -0.29661 0.81526  0.159
C 1.07690 -0.22129 1.27807  -0.254
O 1.76533 0.72766 1.01261  -0.444
C -0.80397 1.05193 0.23274  -0.660
O -2.10667 0.91921 -0.34606  -0.519
H -1.10711 -2.01866 -0.05826  0.262
H -0.69784 -0.90352 -1.06076  0.293
H -1.00179 -0.55572 1.66754  0.436
H 1.53655 -1.05908 1.82080  0.379
H -0.11008 1.32296 -0.55429  0.287
H -0.84211 1.82490 0.99640  0.381
H -2.68902 0.70023 0.37911  0.322
O 2.15485 -0.28017 -2.22877  -0.656
H 1.64073 -0.48925 -1.42348  0.290
H 1.91552 0.63386 -2.31531  0.346

Summary:
- energy (Ha) = -400.147581
- largest force on an atom (eV/A) = 1.21
- charge = 0

A cluster of 2 separate species, C3H9NO3 in total at a distorted geometry. Source: the Open Molecules 2025 dataset; level of theory: ωB97M-V with the def2-TZVPD basis set.

Each line ends with the Mulliken charge.
Atoms and positions in Å:
N -1.32316 -0.87031 -1.62615  -0.065
C -1.89418 0.43534 -1.82287  -0.264
O -0.86533 1.46403 -1.86671  -0.440
H -0.57832 -1.01422 -2.33313  0.385
H -0.86203 -0.94853 -0.71393  0.277
H -2.45747 0.46458 -2.77716  0.362
H -2.58389 0.63796 -0.97045  0.365
H -1.31894 2.29883 -1.98938  0.338
O 0.01400 -0.92335 2.41964  -0.568
C 1.16593 -0.62683 2.11264  0.699
O 2.23473 -1.20337 2.74086  -0.429
C 1.58777 0.35412 1.06274  -0.722
H 1.83867 -1.81388 3.40659  0.356
H 2.64380 0.62625 1.20818  0.315
H 0.92926 1.25014 1.08692  0.270
H 1.46918 -0.13076 0.06223  0.121

Summary:
- energy (Ha) = -399.811048
- largest force on an atom (eV/A) = 4.22
- charge = +1
- multiplicity = 2
- expectation value of S² = 0.756

A cluster of 2 separate species, C3H9NO3P in total at a distorted geometry. Source: the Open Molecules 2025 dataset; level of theory: ωB97M-V with the def2-TZVPD basis set.

Each line ends with the Mulliken charge.
Atoms and positions in Å:
C -0.65401 -1.58837 -0.27119  -1.203
C -1.07649 0.72008 0.69521  -0.695
C -0.10296 -0.36848 0.47402  0.411
N -0.76404 1.87624 -0.17808  -0.829
O 1.39794 0.01192 -1.54906  -0.620
O 1.82827 1.32104 0.51791  -0.818
O 2.53079 -1.12688 0.50069  -0.771
P 1.59826 -0.05537 0.14828  0.775
H -0.33884 -1.60163 -1.33468  0.291
H -1.84871 -1.69684 -0.25835  0.291
H -0.41314 -2.53818 0.16176  0.298
H -0.92630 1.15902 1.73309  0.293
H -2.03260 0.26802 0.50360  0.404
H -0.16032 -1.01259 2.00943  0.189
H -0.90420 1.60683 -1.21536  0.254
H 1.70054 0.89106 -1.88775  0.308
H 0.16579 2.13413 -0.04952  0.424

Summary:
- energy (Ha) = -741.601413
- largest force on an atom (eV/A) = 6.81
- charge = -1

The ion C3H9NO3P with charge -1 at a distorted geometry. Source: the Open Molecules 2025 dataset; level of theory: ωB97M-V with the def2-TZVPD basis set.

Each line ends with the Mulliken charge.
Atoms and positions in Å:
C 1.83412 -0.20730 -0.83624  -1.407
C 0.92981 0.53640 0.14663  0.165
C -0.50270 -0.43652 0.78599  -0.660
N -1.56848 -0.72482 -0.13474  -0.657
P 0.25311 2.05654 -0.68687  0.858
O 1.32565 2.71958 -1.47965  -0.773
O -1.06869 1.84805 -1.35162  -0.790
O 0.10545 2.97103 0.65527  -0.544
H 2.70008 0.55801 -1.08472  0.282
H 1.36611 -0.57490 -1.65345  0.384
H 2.22681 -1.12475 -0.26150  0.342
H 1.47201 0.73057 1.19459  0.268
H -0.87904 0.19193 1.71395  0.268
H -0.06988 -1.46478 1.20904  0.291
H -1.81300 0.20958 -0.49950  0.402
H -1.22163 -1.32849 -0.91687  0.246
H 0.97944 2.84925 0.97767  0.324

Summary:
- energy (Ha) = -741.647178
- largest force on an atom (eV/A) = 5.56
- charge = -1

A cluster of 3 separate species, C3H9NO3S in total at a distorted geometry. Source: the Open Molecules 2025 dataset; level of theory: ωB97M-V with the def2-TZVPD basis set.

Each line ends with the Mulliken charge.
Atoms and positions in Å:
C 0.17281 -1.27495 1.13429  -0.637
C 0.20195 -1.20279 -0.38116  -0.578
S -1.53195 -1.40072 -0.90598  -0.678
N 1.59518 -0.93128 1.64413  -0.197
C 1.90149 0.37751 1.78951  0.173
O 0.40083 2.56869 -0.35843  -0.650
O 1.11077 1.29287 1.84012  -0.487
H -0.14713 -2.24582 1.48019  0.423
H -0.50215 -0.48299 1.45380  0.266
H 0.70576 -0.27872 -0.67462  0.234
H 0.77198 -2.01838 -0.84080  0.242
H -0.88964 1.39568 -2.31805  0.310
H 1.84547 -1.60052 2.35293  0.251
H -0.27343 3.07468 0.08136  0.272
H -1.95458 0.30882 -2.29724  0.255
H 0.84823 2.05400 0.34876  0.433
O -1.57871 1.02236 -2.87540  -0.633

Summary:
- energy (Ha) = -798.354124
- largest force on an atom (eV/A) = 1.98
- charge = -1
- multiplicity = 2
- expectation value of S² = 0.754

An isolated molecule of C3H9NO3S2 at a distorted geometry. Source: the Open Molecules 2025 dataset; level of theory: ωB97M-V with the def2-TZVPD basis set.

Each line ends with the Mulliken charge.
Atoms and positions in Å:
C 0.97933 1.61327 0.96422  -0.601
C 0.87757 -1.88716 -2.04119  -0.729
C -2.10728 0.43481 1.41123  -0.951
N -0.70257 -0.08244 -0.66125  -0.365
O 1.51051 0.58621 -1.89848  -0.615
O -0.30883 -1.69414 1.16780  -0.625
O 0.67563 0.37328 1.50819  -0.248
S 0.23304 -0.14650 -2.03909  0.497
S -0.48385 -0.36197 0.81919  1.001
H 0.90279 2.44154 1.75466  0.260
H 2.12370 1.56095 0.65146  0.218
H 0.43572 1.86802 -0.02971  0.336
H 0.47209 -2.39862 -3.03260  0.246
H 0.70174 -2.43515 -1.07236  0.249
H 1.90489 -1.74496 -2.14273  0.295
H -2.03589 0.44165 2.46276  0.402
H -2.08167 1.43526 1.00081  0.290
H -3.09694 -0.00404 1.17708  0.339

Summary:
- energy (Ha) = -1196.410525
- largest force on an atom (eV/A) = 5.18
- charge = 0

A cluster of 3 separate species, C3H9NO4 in total at a distorted geometry. Source: the Open Molecules 2025 dataset; level of theory: ωB97M-V with the def2-TZVPD basis set.

Each line ends with the Mulliken charge.
Atoms and positions in Å:
O 0.70897 -2.79941 -0.15067  -0.488
C 0.54324 -1.73142 0.38794  0.000
C 0.52941 -0.50957 -0.52194  0.174
N -0.41476 -0.70385 -1.60579  -0.084
C -1.51034 0.04271 -1.77043  0.015
O -1.81778 1.06805 -1.18803  -0.600
H 0.31079 -1.70525 1.45060  0.416
H 0.44817 0.47123 -0.08552  -0.327
H 1.53602 -0.41805 -0.94282  0.241
H -0.18572 -1.46943 -2.21566  0.255
H -2.20774 -0.31606 -2.54383  0.360
O 1.23500 0.14731 2.13815  -0.543
H 1.82381 0.27131 2.89345  0.269
H 1.27169 1.03474 1.75097  0.282
O -0.42554 2.30891 1.00492  -0.653
H -0.50156 1.91729 0.12206  0.382
H -1.34366 2.39149 1.27660  0.300

Summary:
- energy (Ha) = -475.409814
- largest force on an atom (eV/A) = 1.34
- charge = 0